[1]
Formula: C27H70BrClNO9P
Source: OMol25
Level of theory: ωB97M-V/def2-TZVPD

Each line ends with the Mulliken charge.
CARTESIAN COORDINATES (ANGSTROEM)
C -0.013 -5.091 1.522  -0.4535
O -0.786 -5.196 0.345  -0.5109
C -1.141 -4.022 -0.362  0.4355
C -2.304 -3.224 0.229  -0.7584
C -2.063 -2.504 1.569  -0.8161
C -2.324 -1.012 1.348  0.0602
Br -1.208 0.033 2.585  -0.2825
C 0.044 -3.150 -0.831  -1.5898
N 0.544 -2.167 0.172  1.1150
P 2.196 -1.763 -0.045  0.0910
O 2.314 -0.880 1.306  -0.3317
Cl 3.115 -3.576 0.511  -0.3063
H 0.273 -6.101 1.792  0.3378
H -0.569 -4.702 2.368  0.2338
H 0.898 -4.526 1.404  0.0308
H -1.538 -4.414 -1.296  0.2254
H -3.156 -3.888 0.308  0.4360
H -2.576 -2.486 -0.523  0.2738
H -1.054 -2.579 1.916  0.4265
H -2.755 -2.843 2.330  0.3435
H -3.352 -0.736 1.511  0.5190
H -1.949 -0.729 0.379  -0.4195
H 0.848 -3.842 -1.053  0.7613
H -0.214 -2.664 -1.765  0.1694
H 0.087 -1.267 0.005  -0.3951
H 1.540 -1.091 1.865  0.2771
C 0.979 2.385 -1.789  -1.5103
C 0.096 1.150 -1.773  0.7350
C -1.243 1.405 -2.450  -1.5694
O -0.110 0.717 -0.423  -0.2727
H 0.504 3.207 -1.251  0.3007
H 1.932 2.180 -1.299  0.3860
H 1.176 2.716 -2.810  0.3683
H 0.608 0.327 -2.277  0.2158
H -1.788 2.197 -1.929  0.3406
H -1.867 0.509 -2.428  0.3281
H -1.108 1.707 -3.489  0.4144
H -0.557 1.422 0.061  0.2454
C 1.273 7.321 -3.514  -1.1912
C 0.389 6.084 -3.486  0.5370
C -0.945 6.335 -4.173  -1.3813
O 0.176 5.670 -2.137  -0.4412
H 0.793 8.145 -2.980  0.3457
H 2.224 7.122 -3.019  0.1432
H 1.475 7.647 -4.536  0.4330
H 0.902 5.256 -3.979  0.2197
H -1.491 7.133 -3.662  0.3624
H -1.566 5.440 -4.140  0.3096
H -0.807 6.625 -5.215  0.3825
H -0.278 6.387 -1.678  0.3006
C -1.806 -1.529 -4.899  -1.2962
C -2.628 -2.025 -3.719  2.2675
C -3.004 -3.491 -3.878  -1.2868
O -3.799 -1.223 -3.564  -0.6129
H -2.381 -1.610 -5.825  0.4294
H -1.543 -0.479 -4.767  0.2277
H -0.887 -2.107 -5.012  0.2993
H -2.056 -1.895 -2.799  -1.1475
H -3.619 -3.639 -4.770  0.5086
H -3.590 -3.830 -3.022  0.3425
H -2.114 -4.117 -3.959  -0.0541
H -4.328 -1.317 -4.365  0.3729
C 2.963 0.908 5.068  -1.0000
C 2.212 0.540 6.339  0.3716
C 1.884 -0.943 6.385  -0.9870
O 1.013 1.310 6.440  -0.5451
H 2.352 0.688 4.188  0.0701
H 3.187 1.975 5.050  0.3107
H 3.898 0.354 4.984  0.3858
H 2.815 0.809 7.208  0.2714
H 1.237 -1.218 5.548  0.1672
H 1.344 -1.188 7.299  0.1908
H 2.789 -1.552 6.339  0.4428
H 0.469 1.086 5.676  0.3108
C -0.724 -7.335 -4.943  -1.3275
C 0.015 -6.008 -4.859  0.6256
C 1.312 -6.038 -5.651  -1.4809
O 0.276 -5.681 -3.493  -0.3491
H -0.114 -8.137 -4.521  0.3532
H -1.650 -7.294 -4.370  0.3182
H -0.964 -7.591 -5.976  0.4010
H -0.624 -5.209 -5.240  0.1319
H 1.984 -6.803 -5.253  0.3765
H 1.828 -5.081 -5.577  0.3498
H 1.128 -6.255 -6.704  0.3842
H 0.848 -6.368 -3.131  0.2798
C -2.154 -0.921 8.472  -1.4201
C -2.116 -0.842 6.954  0.8124
C -3.516 -0.833 6.357  -1.2663
O -1.374 -1.942 6.426  -0.4670
H -2.646 -1.843 8.793  0.3595
H -1.143 -0.929 8.878  0.3013
H -2.694 -0.075 8.900  0.3801
H -1.585 0.062 6.653  0.0971
H -4.048 -1.754 6.610  0.3676
H -3.463 -0.776 5.269  0.1806
H -4.098 0.013 6.723  0.3836
H -1.830 -2.751 6.684  0.2927
C 2.939 6.702 0.168  -0.9314
C 3.692 8.016 0.028  0.3555
C 4.969 7.840 -0.780  -1.2163
O 3.996 8.554 1.315  -0.5644
H 3.546 5.962 0.697  0.3579
H 2.027 6.842 0.749  0.2909
H 2.669 6.294 -0.806  0.1384
H 3.052 8.752 -0.459  0.2268
H 5.642 7.138 -0.281  0.3264
H 5.497 8.790 -0.872  0.3260
H 4.757 7.461 -1.781  0.3363
H 4.563 7.922 1.771  0.3560

The charge is 0. As for the highest occupied orbital energy: -8.583 eV. As for the energy above the lowest of the compared OMol25 structures with the same formula, charge and spin: 1.3 kcal/mol. The calculation puts the lowest unoccupied orbital energy at 0.51 eV.

***

[2]
Formula: C27H70CuNO11S8
Source: OMol25
Level of theory: ωB97M-V/def2-TZVPD

Each line ends with the Mulliken charge.
CARTESIAN COORDINATES (ANGSTROEM)
Cu -0.618 -0.754 -0.016  -0.4168
O 0.266 -0.258 -1.876  0.4000
C 1.301 0.725 -1.517  0.3814
C 1.636 0.751 0.030  -0.5835
O 0.478 0.507 0.893  0.3902
H 0.828 1.706 -1.834  -0.4664
H 2.217 0.459 -2.058  0.2057
H 2.091 1.651 0.462  0.0954
H 2.410 0.005 0.122  -0.0760
C -2.113 -4.770 1.426  -1.6467
C -2.963 -3.507 1.308  1.5336
C -4.228 -3.652 2.193  -1.1579
C -3.783 -3.856 3.609  -0.7201
C -3.156 -2.565 4.129  -1.3585
C -1.936 -2.202 3.273  1.9113
N -2.228 -2.296 1.783  0.5760
O -0.980 -2.216 1.095  0.5860
C -0.652 -2.945 3.903  -1.2736
C -1.715 -0.740 3.526  -1.9178
C -3.454 -3.307 -0.138  -1.4506
H -2.599 -5.757 1.346  0.3064
H -1.475 -4.876 2.323  0.3768
H -1.350 -4.689 0.660  0.2394
H -4.860 -4.515 1.895  0.3837
H -4.845 -2.735 2.118  0.3455
H -3.058 -4.736 3.639  0.2734
H -4.604 -4.087 4.297  0.4406
H -2.688 -2.530 5.150  0.4955
H -3.903 -1.812 4.138  0.4881
H 0.018 -3.300 3.091  -0.0201
H -0.970 -3.866 4.449  0.3700
H -0.087 -2.310 4.590  0.3475
H -1.875 -0.588 4.573  0.5653
H -2.519 -0.192 3.003  0.1996
H -0.726 -0.444 3.064  -0.2614
H -3.906 -4.239 -0.532  0.4645
H -2.668 -3.006 -0.875  -0.2336
H -4.133 -2.446 -0.081  0.3444
C 1.338 3.628 7.831  -0.7974
S 1.618 1.948 7.199  0.4564
O 2.456 1.205 8.197  -0.6626
C -0.038 1.413 7.450  -0.6015
H 0.780 3.756 8.835  0.2638
H 0.778 4.053 7.008  0.2371
H 2.306 4.116 7.984  0.3283
H -0.319 1.583 8.482  0.4077
H -0.025 0.344 7.174  0.2226
H -0.663 1.967 6.725  0.1489
C 2.135 -2.855 -2.778  -0.8043
S 0.925 -2.451 -4.063  0.9232
O 0.880 -3.432 -5.184  -0.8631
C -0.437 -3.088 -3.125  -1.1165
H 1.774 -2.224 -1.948  -0.2129
H 3.097 -2.499 -3.230  0.2477
H 2.172 -3.883 -2.544  0.5422
H -0.040 -3.977 -2.636  0.3772
H -1.212 -3.252 -3.834  0.5050
H -0.704 -2.349 -2.372  -0.0444
C 1.939 4.630 -1.538  -1.0887
S 2.495 4.104 -3.222  0.7886
O 2.481 5.172 -4.216  -0.7000
C 4.172 4.045 -2.580  -1.0436
H 2.273 3.839 -0.871  0.2344
H 0.851 4.709 -1.480  0.3104
H 2.466 5.573 -1.329  0.4918
H 4.171 3.238 -1.882  0.2933
H 4.438 4.962 -2.043  0.4236
H 4.925 3.883 -3.369  0.3011
C -0.516 0.901 -5.058  0.0199
S -2.099 0.898 -5.997  0.4795
O -2.982 2.014 -5.456  -0.6594
C -1.265 1.601 -7.502  -0.9002
H -0.237 1.896 -4.890  0.3668
H 0.158 0.272 -5.622  0.3745
H -0.718 0.434 -4.104  -0.6504
H -0.479 0.916 -7.837  0.3109
H -0.765 2.496 -7.157  0.2656
H -1.930 1.736 -8.362  0.3726
C 2.584 -2.828 1.227  -0.6251
S 3.806 -1.538 1.660  0.3353
O 4.936 -2.198 2.475  -0.6944
C 2.909 -0.529 2.870  -0.2889
H 3.143 -3.475 0.517  0.4001
H 1.689 -2.355 0.717  -0.1960
H 2.249 -3.339 2.091  0.3167
H 2.125 -0.012 2.386  -0.2991
H 3.675 0.040 3.365  0.4489
H 2.477 -1.271 3.626  0.1676
C -2.400 1.881 -1.862  -0.7504
S -2.709 0.160 -2.407  0.3207
O -2.570 -0.690 -1.168  -0.4810
C -4.420 0.557 -2.752  -1.3820
H -1.576 2.439 -2.301  0.1676
H -2.261 1.725 -0.776  0.0292
H -3.287 2.523 -2.017  0.5183
H -4.865 0.974 -1.863  0.4121
H -5.073 -0.257 -3.061  0.3524
H -4.385 1.287 -3.542  0.4557
C -1.976 3.217 2.427  -0.4307
S -0.946 3.826 3.752  0.3192
O -1.546 3.319 5.097  -0.6502
C 0.507 2.776 3.540  0.0547
H -1.591 3.447 1.374  0.1976
H -2.904 3.851 2.561  0.4310
H -2.311 2.157 2.395  0.0110
H 1.114 2.824 4.415  0.2590
H 1.026 2.859 2.571  0.1876
H 0.068 1.747 3.472  -0.2894
C 4.369 2.192 -5.760  -1.3689
S 3.002 1.033 -5.502  0.9997
O 2.038 1.535 -6.495  -0.6748
C 3.851 -0.489 -5.860  -1.1428
H 5.085 1.960 -5.013  0.3517
H 3.981 3.223 -5.676  0.3319
H 4.710 1.970 -6.772  0.4665
H 4.480 -0.583 -4.979  0.3724
H 4.438 -0.499 -6.767  0.4242
H 3.204 -1.386 -5.780  0.2574

The charge is -1. As for the highest occupied orbital energy (spin up / spin down): -5.068 / -4.998 eV. The multiplicity is 2. The calculation puts the lowest unoccupied orbital energy (spin up / spin down) at 1.82 / 1.82 eV.

***

[3]
Formula: C27H71AgN4O9
Source: OMol25
Level of theory: ωB97M-V/def2-TZVPD

Each line ends with the Mulliken charge.
CARTESIAN COORDINATES (ANGSTROEM)
Ag -1.622 10.757 -6.269  0.4067
C -3.331 7.608 -7.774  -1.3107
C -2.234 8.453 -8.400  1.8370
C -1.923 8.014 -9.844  -0.8690
O -2.393 9.837 -8.223  -0.1853
H -3.487 7.990 -6.762  0.2589
H -3.008 6.570 -7.661  0.4984
H -4.300 7.613 -8.285  -0.0249
H -1.331 8.131 -7.846  -1.0191
H -1.489 7.015 -9.886  0.4478
H -1.309 8.748 -10.364  0.2187
H -2.880 7.908 -10.375  -0.3141
C -1.548 4.172 -11.769  -0.9108
O -2.605 5.088 -11.601  -0.2641
C -3.520 4.704 -10.603  -0.8092
C -4.832 5.417 -10.808  -0.0839
N -5.331 5.079 -12.226  -0.1663
H -6.113 5.702 -12.433  0.4122
H -4.615 5.388 -12.893  0.4026
C -5.605 3.637 -12.594  -0.6592
C -6.502 2.918 -11.591  -0.6504
O -5.668 2.490 -10.531  -0.2938
C -6.449 2.009 -9.439  -0.8269
H -1.088 3.873 -10.819  0.3695
H -0.761 4.499 -12.442  0.2818
H -1.877 3.195 -12.149  0.3302
H -3.161 5.039 -9.624  0.2448
H -3.713 3.633 -10.567  0.9480
H -4.763 6.503 -10.858  -0.2320
H -5.642 5.081 -10.166  0.2741
H -4.644 3.138 -12.696  0.2806
H -6.063 3.555 -13.580  0.4832
H -6.947 2.076 -12.130  0.5342
H -7.338 3.516 -11.211  0.3782
H -5.807 1.717 -8.612  0.2731
H -7.030 1.130 -9.731  0.3265
H -7.148 2.773 -9.080  0.3522
C -5.900 9.879 -11.153  -0.7244
O -6.203 11.015 -10.364  -0.1131
C -7.053 10.708 -9.267  -0.9271
C -6.171 10.248 -8.115  0.0021
N -5.031 11.194 -7.796  0.4002
H -4.786 11.061 -6.813  0.4470
H -4.130 10.973 -8.278  -0.1946
C -5.395 12.657 -7.915  -0.5647
C -4.128 13.478 -7.709  -0.8127
O -3.210 13.072 -8.692  0.1959
C -1.904 13.559 -8.432  -0.8876
H -5.285 10.192 -11.997  0.2098
H -6.820 9.512 -11.628  0.4151
H -5.465 9.057 -10.579  0.2033
H -7.897 10.056 -9.495  0.4824
H -7.528 11.658 -9.015  0.3483
H -5.683 9.298 -8.331  -0.1853
H -6.682 10.085 -7.167  0.4547
H -6.083 12.902 -7.109  0.3641
H -5.746 12.794 -8.933  0.3852
H -3.720 13.264 -6.706  0.3699
H -4.383 14.542 -7.705  0.4290
H -1.885 14.644 -8.547  0.3083
H -1.200 13.055 -9.090  0.1509
H -1.539 13.358 -7.411  0.2978
C 0.791 8.776 -13.622  -0.6933
O 0.208 10.060 -13.497  -0.3840
C -1.014 10.152 -14.171  -0.4345
C -1.605 11.554 -14.043  -0.6241
N -1.389 12.058 -12.646  -0.0004
H -0.429 11.756 -12.431  0.4776
H -1.293 13.076 -12.688  0.4898
C -2.427 11.650 -11.633  -0.3890
C -3.578 12.620 -11.633  0.2440
O -4.265 12.522 -12.861  -0.3684
C -5.455 13.309 -12.861  -0.6394
H 1.595 8.679 -12.896  0.2241
H 1.089 8.567 -14.649  0.3462
H 0.086 7.993 -13.302  0.2493
H -1.712 9.454 -13.686  0.2260
H -0.962 9.949 -15.244  0.4735
H -2.662 11.493 -14.287  0.1824
H -1.124 12.220 -14.758  0.5864
H -1.916 11.615 -10.671  0.0542
H -2.752 10.629 -11.816  -0.1236
H -3.272 13.664 -11.483  0.7101
H -4.263 12.358 -10.824  -0.4343
H -5.260 14.352 -12.605  0.3418
H -6.186 12.889 -12.164  0.1303
H -5.896 13.233 -13.851  0.3084
C -2.057 8.039 -4.315  -0.9240
O -0.842 8.549 -4.819  -0.1082
C 0.188 7.595 -4.602  -0.9396
C 1.396 7.782 -5.473  -0.3729
N 2.096 9.110 -5.237  -0.1835
H 1.415 9.861 -5.355  0.3117
H 2.353 9.121 -4.246  0.4170
C 3.349 9.423 -6.060  -0.8584
C 3.093 9.527 -7.537  -0.3021
O 2.676 8.265 -8.019  -0.2898
C 2.365 8.302 -9.387  -0.9189
H -2.370 7.124 -4.832  0.3179
H -2.867 8.759 -4.210  0.3003
H -1.999 7.620 -3.296  0.3754
H -0.152 6.561 -4.749  0.4671
H 0.427 7.525 -3.530  0.5657
H 1.052 7.731 -6.501  0.1731
H 2.172 7.047 -5.274  0.4102
H 4.039 8.633 -5.767  0.3683
H 3.739 10.339 -5.617  0.4295
H 3.979 9.874 -8.079  0.4907
H 2.295 10.245 -7.789  0.2534
H 1.592 9.014 -9.705  0.2929
H 2.062 7.318 -9.742  0.3530
H 3.262 8.573 -9.961  0.4253

The charge is +4. As for the highest occupied orbital energy: -18.081 eV. The calculation puts the lowest unoccupied orbital energy at -10.56 eV.

***

- Which of these has the highest charge?
  C27H71AgN4O9